1.
The following is a quantum chemistry calculation of C8H13N2O2 as an isolated structure in a non-equilibrium geometry, from the Open Molecules 2025 dataset.

Last column: Mulliken charge in e.
Cartesian coordinates (Å):
C: 0.730022 2.310053 1.203977  -0.012
C: 0.938338 1.070521 0.521711  0.723
C: 1.353689 1.410207 -0.915397  -1.182
C: 0.922522 0.187841 -1.753751  -0.712
C: -1.428822 -0.886520 -2.214424  -0.620
C: -0.755831 0.050917 0.111611  -0.279
C: -0.529889 0.020503 -1.408711  0.675
C: -0.975458 -1.099216 2.225145  -0.965
N: 0.255336 3.174930 1.828246  -0.134
N: -0.675295 -1.129606 0.758695  -0.053
O: 1.684976 0.131521 1.073477  -0.542
O: -1.599834 0.513883 -2.104673  -0.548
H: 0.925109 2.335225 -1.183591  0.552
H: 2.432578 1.472814 -0.992851  0.428
H: 1.107234 0.122532 -2.811365  0.487
H: 1.563625 -0.692773 -1.449492  0.262
H: -1.103641 -1.422756 -3.118449  0.324
H: -2.169945 -1.292093 -1.550813  0.285
H: -1.635257 0.743676 0.558247  0.317
H: -0.994905 -0.092936 2.539870  0.325
H: -1.969443 -1.511710 2.506077  0.336
H: -0.176795 -1.527243 2.859306  0.352
H: -0.085479 3.882870 2.438366  0.262
H: -0.203882 -1.948474 0.484547  0.254
H: 2.431958 -0.064924 0.391164  0.465

Force components x, y, z for each atom (eV/Å):
-1.356 0.120 1.874
-1.258 1.782 -2.450
0.562 -1.761 -0.277
0.166 -0.050 0.551
0.253 0.119 1.918
-1.062 1.109 0.502
-0.100 -2.575 1.097
-0.059 -0.958 -0.128
0.960 -1.471 -1.165
-1.245 1.442 2.684
3.355 -1.860 -0.302
0.076 1.747 -2.033
-0.589 0.997 -0.842
0.437 0.503 0.248
-0.077 0.982 -0.605
-1.048 0.579 0.282
-0.259 0.777 0.247
-0.282 -1.140 -0.432
2.139 -1.517 -1.361
-0.089 1.367 0.179
0.728 -0.108 -0.489
-0.373 -0.268 -0.698
-0.067 0.435 0.094
0.754 -0.530 -1.026
-1.565 0.277 2.135

For the lowest unoccupied orbital energy (alpha / beta), the calculation gives -0.141 / -0.141 hartree. The charge is +1. The largest force on an atom comes out at 3.848 eV/Å. For the molar mass, the calculation gives 169.2 Da. The HOMO-LUMO gap (alpha / beta) is 0.3128 / 0.3129 Ha. As for the HOMO energy (alpha / beta): -12.4 / -12.4 eV.



2.
The following is a quantum chemistry calculation of C18H25N5O3S2 as an isolated structure in a non-equilibrium geometry, from the Open Molecules 2025 dataset.

Last column: Mulliken charge in e.
Cartesian coordinates (Å):
C: -1.195720 5.887910 3.282905  -1.040
H: -1.846751 5.021653 3.370769  0.278
H: -1.794059 6.782674 3.432909  0.415
H: -0.443796 5.843133 4.066957  0.292
C: -0.538690 5.937754 1.898862  -0.700
N: 0.301642 4.814150 1.540878  0.056
C: -0.389899 3.546045 1.422374  -0.773
H: -1.290510 3.687768 0.822413  0.450
C: 0.533651 2.542605 0.723727  -0.448
N: 1.747657 2.392954 1.495722  0.202
C: 2.173224 1.319829 2.196190  -0.215
O: 3.189423 1.356835 2.870009  -0.721
C: 1.364464 0.034683 2.060858  1.059
H: 0.294777 0.248442 2.029902  0.584
C: 1.641057 -0.911606 3.231225  -1.164
C: 0.865441 -2.211387 3.034348  -0.517
C: 1.227205 -2.846316 1.693167  -1.092
N: 1.044273 -1.920832 0.591573  0.173
S: -0.521471 -1.743725 0.016352  1.266
O: -0.938667 -0.370921 0.110977  -0.655
O: -1.356964 -2.758044 0.583463  -0.691
C: -0.297861 -2.123353 -1.723826  0.120
C: 0.882942 -2.570036 -2.243831  -0.236
C: 1.013256 -2.879715 -3.614136  -0.824
C: -0.035550 -2.752206 -4.483828  -0.715
C: -1.265395 -2.300026 -3.978267  0.623
N: -2.409249 -2.110730 -4.638835  -0.667
S: -3.517970 -1.591854 -3.601436  0.180
N: -2.628963 -1.573121 -2.270894  -0.504
C: -1.399515 -1.980511 -2.577432  0.642
H: 0.054432 -2.988970 -5.531687  0.428
H: 1.969187 -3.227527 -3.974776  0.405
H: 1.728426 -2.686751 -1.584708  0.457
C: 1.758650 -0.673427 0.756566  -1.548
H: 1.533071 -0.053024 -0.111776  0.566
H: 2.831615 -0.891853 0.768564  0.493
H: 0.589955 -3.706954 1.490668  0.517
H: 2.276127 -3.161184 1.688204  0.456
H: 1.085692 -2.912527 3.840553  0.423
H: -0.207638 -2.007133 3.037093  0.364
H: 1.348770 -0.432820 4.167223  0.492
H: 2.713476 -1.109964 3.283419  0.288
C: 2.429010 3.661819 1.664211  -1.200
C: 1.494795 4.660140 2.349277  -0.647
H: 1.991811 5.628798 2.433063  0.495
H: 1.271064 4.288489 3.364196  0.322
H: 3.321157 3.489063 2.267122  0.497
H: 2.713485 4.045025 0.679407  0.356
H: 0.013284 1.599676 0.571915  0.314
H: 0.809700 2.950492 -0.255549  0.073
H: -0.680883 3.131488 2.403272  0.300
H: 0.082263 6.835980 1.829082  0.394
H: -1.318502 6.009462 1.134711  0.374

Force components x, y, z for each atom (eV/Å):
0.179 -0.042 -0.300
-0.089 -0.074 0.085
-0.082 0.080 0.069
0.023 -0.008 0.138
-0.146 0.091 0.160
0.029 -0.076 -0.017
0.140 -0.077 -0.286
-0.045 -0.017 0.016
-0.501 -0.042 0.054
0.057 0.426 -0.174
-0.174 -0.357 -0.041
0.205 -0.160 0.229
0.360 -0.053 0.215
0.079 0.043 -0.034
-0.175 0.064 -0.036
0.224 0.033 -0.135
-0.326 -0.530 0.461
-1.061 0.086 -0.438
0.448 -0.196 -0.352
0.166 -0.147 -0.165
0.189 -0.147 0.012
0.607 0.025 0.879
-0.255 0.198 0.540
-0.311 -0.049 -0.680
0.594 -0.178 -0.029
-0.675 0.350 0.815
-0.246 -0.069 -0.683
1.130 -0.292 0.107
-0.425 0.223 0.591
-0.788 0.035 -1.059
0.058 -0.035 -0.106
0.069 -0.026 -0.041
0.078 -0.015 0.046
-0.045 0.660 -0.120
0.224 0.116 0.032
-0.048 0.016 -0.036
0.211 -0.095 0.127
-0.053 0.003 -0.052
-0.059 -0.026 0.014
-0.055 -0.068 0.077
0.086 0.001 0.011
0.013 0.040 0.055
0.288 0.216 0.363
0.172 -0.096 -0.232
0.013 -0.003 0.044
0.037 0.047 -0.011
-0.096 0.049 -0.128
-0.003 0.021 0.048
0.132 0.026 0.033
-0.082 -0.054 0.024
-0.041 -0.016 -0.037
-0.081 0.008 -0.060
0.047 0.092 0.007

For the lowest unoccupied orbital energy, the calculation gives -0.037 hartree. The largest force on an atom comes out at 1.321 eV/Å. For the molar mass, the calculation gives 423.6 Da. The HOMO-LUMO gap is 0.2737 Ha. As for the HOMO energy: -8.5 eV.



3.
The following is a quantum chemistry calculation of C7H11N as an isolated structure in a non-equilibrium geometry, from the Open Molecules 2025 dataset.

Last column: Mulliken charge in e.
Cartesian coordinates (Å):
C: 1.833885 0.932332 0.452407  -1.467
C: -1.322289 -1.983404 -1.084917  -1.345
C: -0.729389 0.458315 -0.506236  -0.150
C: 0.452813 0.621877 1.013051  1.304
C: -0.707512 -0.873125 -0.312728  0.721
C: -0.881013 1.473510 -1.350479  -0.879
C: 0.088138 -1.018878 0.927279  -0.943
N: -0.020460 1.249265 2.051420  -0.851
H: 0.603592 1.988638 2.374750  0.248
H: 1.966782 0.483578 -0.532016  0.387
H: 2.596973 0.527236 1.119842  0.357
H: 1.981898 2.010052 0.369926  0.407
H: -0.568173 -2.749628 -1.287919  0.323
H: -1.740203 -1.630817 -2.027261  0.341
H: -2.112254 -2.471329 -0.507225  0.295
H: -0.630645 1.401340 -2.401868  0.262
H: -1.176314 2.450041 -0.990374  0.296
H: -0.536490 -1.116524 1.810966  0.348
H: 0.900663 -1.752479 0.881384  0.346

Force components x, y, z for each atom (eV/Å):
-0.314 0.188 -0.328
-0.577 0.125 0.141
-1.497 -1.447 -2.042
1.650 -1.459 2.916
0.237 0.868 0.066
0.219 0.267 0.411
0.024 1.991 -0.400
0.242 -0.885 -0.488
-0.228 0.398 -0.551
0.055 0.037 -0.009
-0.102 -0.047 0.059
0.008 -0.014 -0.029
0.052 0.118 0.011
0.000 -0.078 0.021
-0.028 -0.049 -0.077
0.476 -0.001 0.042
-0.349 0.003 -0.005
0.014 -0.274 0.008
0.118 0.260 0.253

For the lowest unoccupied orbital energy (alpha / beta), the calculation gives -0.015 / -0.015 hartree. The largest force on an atom comes out at 3.654 eV/Å. For the molar mass, the calculation gives 109.2 Da. The HOMO-LUMO gap (alpha / beta) is 0.2746 / 0.2745 Ha. As for the HOMO energy (alpha / beta): -7.9 / -7.9 eV.



4.
The following is a quantum chemistry calculation of a 2-piece molecular cluster, C3H10N4S overall in a non-equilibrium geometry, from the Open Molecules 2025 dataset.

Last column: Mulliken charge in e.
Cartesian coordinates (Å):
C: -0.793880 -0.322729 -0.046353  0.544
C: -1.581787 2.138052 -0.003867  -0.592
C: 0.976090 -2.170255 -0.103788  -0.790
N: 0.665787 1.381440 0.161800  -0.540
N: -0.688278 1.011377 -0.091720  0.292
N: 0.462549 -0.892441 0.220351  0.014
N: 1.456369 0.153265 0.286655  -0.096
S: -2.258885 -1.126618 -0.234269  -0.066
H: -2.613408 1.755044 -0.255031  0.238
H: -1.346490 2.488586 1.063036  0.399
H: -1.242172 3.087614 -0.523802  0.265
H: 1.922729 -2.126511 -0.783814  0.350
H: 0.182305 -2.656648 -0.581063  0.274
H: 1.268105 -2.709051 0.801656  0.321
H: 0.952874 2.268816 -0.378826  0.335
H: 2.400212 -0.177551 -0.839020  0.532
H: 1.973133 0.094740 1.098491  0.329
H: -1.735250 -2.197133 0.209558  0.192

Force components x, y, z for each atom (eV/Å):
1.540 2.107 0.013
-0.437 1.290 1.904
2.229 -0.724 0.010
0.392 0.589 0.679
2.670 -2.194 -0.833
-0.492 2.781 0.353
-1.434 0.161 -7.174
-1.184 1.281 -0.787
1.057 1.031 0.503
-1.521 -0.525 -0.981
-0.434 -1.649 -0.520
-1.640 0.192 0.774
-0.814 -1.250 -0.942
-0.006 -0.032 -0.156
0.265 -2.289 0.599
-2.361 1.088 3.118
1.626 0.266 2.641
0.543 -2.121 0.801

For the lowest unoccupied orbital energy (alpha / beta), the calculation gives -0.355 / -0.355 hartree. The charge is +2. The largest force on an atom comes out at 7.318 eV/Å. For the molar mass, the calculation gives 134.2 Da. The HOMO-LUMO gap (alpha / beta) is 0.3166 / 0.3166 Ha. As for the HOMO energy (alpha / beta): -18.3 / -18.3 eV.



Please write out number 3 again, unchanged.
The following is a quantum chemistry calculation of C7H11N as an isolated structure in a non-equilibrium geometry, from the Open Molecules 2025 dataset.

Last column: Mulliken charge in e.
Cartesian coordinates (Å):
C: 1.833885 0.932332 0.452407  -1.467
C: -1.322289 -1.983404 -1.084917  -1.345
C: -0.729389 0.458315 -0.506236  -0.150
C: 0.452813 0.621877 1.013051  1.304
C: -0.707512 -0.873125 -0.312728  0.721
C: -0.881013 1.473510 -1.350479  -0.879
C: 0.088138 -1.018878 0.927279  -0.943
N: -0.020460 1.249265 2.051420  -0.851
H: 0.603592 1.988638 2.374750  0.248
H: 1.966782 0.483578 -0.532016  0.387
H: 2.596973 0.527236 1.119842  0.357
H: 1.981898 2.010052 0.369926  0.407
H: -0.568173 -2.749628 -1.287919  0.323
H: -1.740203 -1.630817 -2.027261  0.341
H: -2.112254 -2.471329 -0.507225  0.295
H: -0.630645 1.401340 -2.401868  0.262
H: -1.176314 2.450041 -0.990374  0.296
H: -0.536490 -1.116524 1.810966  0.348
H: 0.900663 -1.752479 0.881384  0.346

Force components x, y, z for each atom (eV/Å):
-0.314 0.188 -0.328
-0.577 0.125 0.141
-1.497 -1.447 -2.042
1.650 -1.459 2.916
0.237 0.868 0.066
0.219 0.267 0.411
0.024 1.991 -0.400
0.242 -0.885 -0.488
-0.228 0.398 -0.551
0.055 0.037 -0.009
-0.102 -0.047 0.059
0.008 -0.014 -0.029
0.052 0.118 0.011
0.000 -0.078 0.021
-0.028 -0.049 -0.077
0.476 -0.001 0.042
-0.349 0.003 -0.005
0.014 -0.274 0.008
0.118 0.260 0.253

For the lowest unoccupied orbital energy (alpha / beta), the calculation gives -0.015 / -0.015 hartree. The largest force on an atom comes out at 3.654 eV/Å. For the molar mass, the calculation gives 109.2 Da. The HOMO-LUMO gap (alpha / beta) is 0.2746 / 0.2745 Ha. As for the HOMO energy (alpha / beta): -7.9 / -7.9 eV.



- Which of these has the lowest largest force on an atom?
  C18H25N5O3S2



- What is the formula in the second record?
  C18H25N5O3S2